[1]
{
  "formula": "C4H3BrN2O2",
  "method": "ωB97M-V/def2-TZVPD",
  "de_lowest_kj_mol": 234.3,
  "homo_ha": -0.369,
  "max_force_ev_per_a": 4.81,
  "orbital_gap_ev": 9.383,
  "energy_ev": -81311.427,
  "smiles": "O=CO[C@H]1C=NN=C1Br",
  "symbols": ["Br", "O", "O", "N", "N", "C", "C", "C", "C", "H", "H", "H"],
  "xyz": [[3.636688, 0.262423, 0.216480], [0.187517, 1.069141, 0.118110], [0.438256, 0.538968, -2.057816], [0.794247, -2.284345, -0.710088], [2.077806, -1.714901, -0.729110], [2.017211, -0.534216, -0.122564], [-0.005631, -1.548978, -0.110748], [0.252505, 1.307396, -1.166408], [0.699999, -0.307680, 0.457735], [0.712412, -0.220305, 1.614776], [-1.058910, -1.940920, -0.069878], [0.106242, 2.459308, -1.242678]],
  "forces_ev_per_angstrom": [[0.1194, 0.8043, 0.1225], [0.5098, -2.4929, 1.4492], [0.0455, -0.0567, 0.1645], [1.1150, -1.3482, -1.0739], [0.4956, 2.6395, 1.2130], [1.3440, -4.3817, -1.4462], [-2.4407, 0.8004, 0.9252], [-0.5483, 3.1106, -1.2507], [-1.8008, 2.0446, 1.8691], [0.0596, -0.6278, -1.9417], [1.0032, 1.1473, 0.4080], [0.0977, -1.6395, -0.4390]],
  "lowdin_charge": [0.835, 0.008, 0.108, 0.034, 0.033, -0.798, -0.111, -0.400, -0.224, 0.197, 0.141, 0.177]
}



[2]
{
  "formula": "C4H12",
  "method": "ωB97M-V/def2-TZVPD",
  "de_lowest_kj_mol": 51.6,
  "homo_ha": -0.421,
  "max_force_ev_per_a": 2.26,
  "orbital_gap_ev": 12.628,
  "energy_ev": -4341.994,
  "smiles": "CC.CC",
  "symbols": ["C", "C", "C", "C", "H", "H", "H", "H", "H", "H", "H", "H", "H", "H", "H", "H"],
  "xyz": [[0.853081, 0.984518, -2.762993], [0.351577, 0.232527, -1.526155], [-0.139446, 0.034013, 1.967794], [-1.005564, -1.202920, 2.341010], [-0.678569, -0.018106, -1.759478], [-0.416274, -2.108901, 2.210986], [1.862885, 0.688687, -3.063653], [-0.374768, 0.189532, 0.918151], [-1.903173, -1.313221, 1.728790], [-0.538801, 0.881965, 2.511215], [-1.395949, -1.116951, 3.358026], [0.864855, -0.201476, 2.303185], [0.848619, 2.066873, -2.642308], [0.945721, -0.657793, -1.309324], [0.425995, 0.780324, -0.597553], [0.299812, 0.760929, -3.677693]],
  "forces_ev_per_angstrom": [[0.7936, -0.0329, -0.4684], [0.2493, -0.0525, -0.6648], [-1.8942, -1.1253, 0.5017], [-0.1757, 0.2726, 0.1872], [-0.1937, -0.3332, 0.6524], [-0.1346, -0.1364, 0.2161], [0.1403, 0.1861, 0.4059], [1.0522, 0.2035, 0.0919], [0.1401, 0.1628, -0.2093], [0.2170, 0.3393, 0.0888], [0.3518, -0.3063, 0.0954], [0.3207, 0.5008, -0.6389], [-0.0367, 0.0024, 0.0554], [-0.2639, -0.2214, -0.3759], [-0.1471, 0.5638, -0.2109], [-0.4190, -0.0232, 0.2734]],
  "lowdin_charge": [-0.170, -0.170, -0.147, -0.168, 0.066, 0.056, 0.058, 0.020, 0.056, 0.059, 0.056, 0.068, 0.060, 0.070, 0.028, 0.058]
}



[3]
{
  "formula": "C4H10N3",
  "method": "ωB97M-V/def2-TZVPD",
  "de_lowest_kj_mol": 429.9,
  "homo_ha": [-0.338, -0.557],
  "multiplicity": 3,
  "charge": 1,
  "max_force_ev_per_a": 7.73,
  "orbital_gap_ev": [5.896, 8.442],
  "s_squared": 2.01,
  "energy_ev": -8765.977,
  "symbols": ["N", "N", "N", "C", "C", "C", "C", "H", "H", "H", "H", "H", "H", "H", "H", "H", "H"],
  "xyz": [[0.557206, -0.308825, -0.221709], [-2.402362, -1.238254, 1.532934], [-1.409389, -0.416643, 0.738520], [1.600398, -0.348170, -1.148844], [0.636056, 0.815155, -1.074012], [-0.332294, -1.036472, 0.366216], [1.115920, 2.080628, -0.373914], [-1.812566, -1.955134, 2.037936], [2.657118, -0.287881, -0.814557], [2.050234, 2.245320, -0.943964], [0.529658, 2.925110, -0.539110], [-3.278116, -1.481342, 1.051761], [1.349248, 1.828321, 0.606628], [-0.134101, 0.951518, -1.955420], [-2.578623, -0.556574, 2.182012], [-0.040262, -2.054508, 0.626770], [1.491876, -1.162252, -2.071247]],
  "forces_ev_per_angstrom": [[2.1491, 2.8081, -1.5878], [3.8300, -1.0043, -1.8295], [-5.6617, 3.3770, 1.6032], [0.6339, -2.0257, -2.8528], [-1.1115, 0.7613, -1.7167], [1.1217, -7.6227, 0.6313], [1.8077, -1.3991, -3.0058], [-1.3682, -0.0734, -0.7386], [-0.8274, 0.1493, 0.0665], [-0.1266, 0.5223, 0.6805], [-1.3087, 1.1923, 0.1639], [0.5708, -0.5458, -0.1530], [0.3051, 0.0968, 1.8624], [1.3823, -0.5644, 1.9176], [-1.2481, 2.0875, 2.3915], [-0.1990, 0.2101, 0.1260], [0.0506, 2.0306, 2.4413]],
  "mulliken_spin": [0.531, -0.024, 0.697, 0.039, 0.017, 0.568, 0.019, 0.008, 0.033, -0.003, 0.005, 0.014, 0.003, 0.029, 0.009, 0.015, 0.038]
}



[4]
{
  "formula": "C23H22F2N",
  "method": "ωB97M-V/def2-TZVPD",
  "de_lowest_kj_mol": 99.2,
  "homo_ha": -0.433,
  "charge": 1,
  "max_force_ev_per_a": 2.64,
  "orbital_gap_ev": 6.367,
  "energy_ev": -31125.073,
  "symbols": ["F", "F", "N", "C", "C", "C", "C", "C", "C", "C", "C", "C", "C", "C", "C", "C", "C", "C", "C", "C", "C", "C", "C", "C", "C", "C", "H", "H", "H", "H", "H", "H", "H", "H", "H", "H", "H", "H", "H", "H", "H", "H", "H", "H", "H", "H", "H", "H"],
  "xyz": [[-4.926138, 1.905087, -2.230422], [5.469994, 2.025265, -2.116329], [0.854925, 0.300204, 1.131262], [-1.876367, -4.059560, 0.855100], [-0.534041, -3.898578, 1.237360], [-0.239959, 0.141058, 3.263732], [1.085098, 0.888870, 3.452590], [4.174884, 1.583095, -2.076143], [1.801415, 0.887018, 2.094084], [-3.621731, 1.512058, -2.092256], [-1.357546, 2.095658, -1.574717], [-3.339698, 0.148061, -2.060067], [0.294383, 0.200276, -1.217794], [1.836852, 2.089264, -1.967722], [2.630367, -0.208149, -1.813037], [-2.719639, -2.937615, 0.775651], [-0.380055, -0.125948, 1.743563], [-2.215623, -1.671879, 1.078662], [-0.867941, -1.510356, 1.400827], [3.153200, 2.526745, -2.083716], [-1.018477, 0.719363, -1.502040], [1.559726, 0.730228, -1.665086], [3.937027, 0.213908, -1.992064], [-2.649968, 2.490431, -1.904009], [-2.037019, -0.234656, -1.806484], [-0.028022, -2.622624, 1.512752], [1.695703, 0.389148, 4.207854], [1.021825, -2.492789, 1.797279], [2.400409, -1.276799, -1.840072], [0.285095, -0.875534, -0.999285], [-1.105898, 0.597891, 1.329419], [-3.761631, -3.044917, 0.472864], [-2.265357, -5.049190, 0.615258], [3.368158, 3.584693, -2.200611], [0.123052, -4.768462, 1.312045], [2.018774, 1.909744, 1.743352], [-0.596659, 2.846321, -1.392345], [-2.896610, 3.545405, -1.989993], [-4.121034, -0.587359, -2.220373], [-1.094878, 0.731442, 3.608502], [0.907078, 1.920441, 3.755072], [-2.851657, -0.784441, 1.034233], [1.338467, -0.347728, 0.478736], [-0.225263, -0.807879, 3.810954], [-1.756521, -1.287606, -1.889845], [1.025560, 2.787582, -2.152012], [2.752844, 0.319923, 2.134593], [4.752895, -0.497107, -2.059317]],
  "forces_ev_per_angstrom": [[1.6493, -0.4576, -0.0713], [-1.5757, -0.5634, -0.1124], [1.5837, -1.4666, -1.5260], [0.1042, 0.4771, 0.0368], [-0.1933, 0.1034, -0.1049], [-0.0498, -0.2533, -0.1232], [0.0507, 0.2126, -0.0232], [1.1571, 0.3771, 0.4900], [0.3154, 0.5149, -0.3541], [-1.2079, 0.1631, 0.3351], [-0.2662, -0.3491, -0.3078], [0.1223, 0.2443, -0.1577], [-0.1573, 0.4642, -1.5542], [0.2678, -0.3078, 0.1504], [-0.2979, 0.4237, 0.3003], [0.3638, -0.2114, 0.1218], [-0.9386, 0.7039, 0.0435], [0.1169, -0.2717, -0.2409], [0.0540, -0.0420, 0.2807], [-0.5214, -0.1186, -0.2435], [-0.4922, 0.1035, 0.1288], [0.5904, -0.3600, -0.4372], [-0.1731, 0.0496, -0.1742], [0.4710, 0.0412, 0.1468], [0.5280, 0.0954, 0.2674], [-0.2581, -0.2096, -0.3259], [-0.0493, 0.2579, -0.0497], [-0.3574, -0.0775, -0.0516], [0.1169, 0.2958, 0.3857], [0.0537, 0.3430, -0.1289], [-0.3035, -0.3783, 0.3406], [0.2604, -0.0587, 0.1499], [0.1316, 0.2605, 0.0998], [0.0943, -0.2259, -0.1135], [-0.2589, 0.2717, -0.0192], [0.1998, -0.2742, 0.3481], [-0.4081, -0.0762, 0.2086], [-0.1000, -0.2460, 0.1027], [0.0779, 0.1702, -0.0873], [0.1741, -0.2306, 0.0512], [0.0669, -0.1088, 0.1856], [0.1099, -0.3148, -0.0086], [-0.5621, 0.2198, 1.7073], [-0.1084, 0.1852, -0.1279], [-0.2084, 0.2763, 0.3408], [0.3988, -0.0516, 0.3657], [-0.5195, 0.2464, -0.1771], [-0.0521, 0.1532, -0.0671]],
  "lowdin_charge": [0.080, 0.079, -0.007, -0.069, -0.066, -0.098, -0.146, -0.212, -0.158, -0.206, 0.016, 0.026, 0.076, 0.021, 0.001, -0.068, -0.306, -0.054, -0.216, 0.031, -0.185, -0.199, 0.024, 0.031, -0.001, -0.038, 0.113, 0.122, 0.134, 0.128, 0.135, 0.110, 0.109, 0.135, 0.110, 0.115, 0.105, 0.135, 0.136, 0.121, 0.110, 0.119, 0.093, 0.120, 0.134, 0.103, 0.124, 0.134]
}